Computed, not measured: a molecular structure, C17H33CuN3OTa in a non-equilibrium geometry, with ωB97M-V/def2-TZVPD.

Calculated values
Relative energy (zero: lowest compared OMol25 entry of this formula, charge and spin): 2.02 kcal per mole
E_LUMO: -8.2 eV
HOMO-LUMO gap: 7.6 eV
Highest occupied orbital energy: -15.7 eV
Total charge: +2

```
56
C17H33CuN3OTa, DFT ωB97M-V/def2-TZVPD
N 2.40142 -0.40876 -0.65975
C 3.47039 -0.78630 -0.18919
O 4.46260 -1.21340 0.28082
Cu 0.18944 1.25916 -3.36041
Ta 0.48297 -0.08852 -0.93154
N -0.45454 -1.64550 -1.64293
N -0.21688 1.70132 -1.50010
C -0.37850 -3.05093 -1.20152
C 0.42022 3.06400 -1.44399
C 0.75375 -3.70238 -1.99363
C -1.71278 -3.75109 -1.47673
C -0.06147 -3.10766 0.28195
C 0.03339 3.82241 -2.72431
C -0.06241 3.80122 -0.19619
C 1.92871 2.83810 -1.41313
H 0.54064 -3.67993 -3.06849
H 0.87323 -4.74735 -1.67380
H 1.70037 -3.16804 -1.82271
H -2.53802 -3.21465 -0.99239
H -1.66939 -4.76668 -1.06256
H -1.91733 -3.83781 -2.55069
H 0.91741 -2.66838 0.52375
H -0.02512 -4.16398 0.57857
H -0.83215 -2.61132 0.88345
H 0.22695 3.22317 -3.64043
H 0.65594 4.72321 -2.79662
H -1.02253 4.11637 -2.71937
H -1.10666 4.13301 -0.29630
H 0.55647 4.70140 -0.06423
H 0.03680 3.17468 0.70497
H 2.24605 2.23222 -0.55009
H 2.41317 3.82244 -1.35799
H 2.28409 2.35122 -2.33478
C -1.69837 1.64203 -1.26880
H -1.98340 0.69522 -0.77334
H -2.01410 2.46821 -0.62229
H -2.24547 1.69312 -2.22223
C -1.00350 -1.43622 -2.99671
H -2.09755 -1.32755 -2.94602
H -0.57839 -0.51907 -3.48205
H -0.73678 -2.28364 -3.64390
C -1.39995 0.76460 4.22701
C -0.16307 0.04407 3.69442
C 1.10640 0.76135 4.15049
C -0.16899 -1.40312 4.19081
C -0.16629 0.06575 2.24012
C -0.06602 0.12342 1.00506
H -1.38541 0.78679 5.32359
H -2.31233 0.25168 3.90625
H -1.43652 1.79477 3.86076
H 1.16948 0.75006 5.24483
H 1.99943 0.27358 3.74434
H 1.10121 1.80235 3.80941
H -1.09086 -1.91382 3.88955
H 0.68323 -1.96458 3.79237
H -0.10898 -1.42026 5.28670
```



Computed, not measured: a molecular structure, C3HAlFO2 in a non-equilibrium geometry, with ωB97M-V/def2-TZVPD.

Calculated values
<S²>: 0.76
Relative energy (zero: lowest compared OMol25 entry of this formula, charge and spin): 45.64 kcal per mole
E_LUMO (spin up / spin down): -13.1 / -13.4 eV
HOMO-LUMO gap (spin up / spin down): 7.5 / 7.3 eV
Multiplicity: 2
Highest occupied orbital energy (spin up / spin down): -20.7 / -20.7 eV
Total charge: +2

```
8
C3HAlFO2, DFT ωB97M-V/def2-TZVPD
H -1.47838 -0.43197 1.16116
O 0.52175 -1.18412 0.16259
O 0.36050 0.99128 -0.11009
C -0.83663 -0.90432 0.13684
C -0.90671 0.46889 -0.02386
C 1.23354 -0.06773 -0.15060
F -1.79086 1.10255 -0.79663
Al 2.89679 0.02543 -0.37942
```



Computed, not measured: a single C3H6ClN3S molecule in a non-equilibrium geometry, with ωB97M-V/def2-TZVPD.

Calculated values
Relative energy (zero: lowest compared OMol25 entry of this formula, charge and spin): 56.39 kcal per mole
E_LUMO: 0.5 eV
HOMO-LUMO gap: 9.6 eV
SMILES: [H]/N=C(\NS)N/C=C\Cl
Highest occupied orbital energy: -9.0 eV
Total charge: 0

```
14
C3H6ClN3S, DFT ωB97M-V/def2-TZVPD
C 0.32207 0.46972 -0.25478
C 0.07327 -0.89743 1.48752
C -1.15074 -1.29713 1.65960
H -0.27750 1.67745 -2.84980
H 1.63712 0.03991 -1.71311
H -1.21296 1.74851 -0.35719
H 1.62145 -1.07835 -0.00717
H 0.74656 -0.89123 2.33596
H -1.48063 -1.60066 2.73430
N 1.20981 0.92102 -1.25455
N -0.80730 0.97111 0.11513
N 0.68936 -0.68508 0.19195
S 0.87244 2.13439 -2.37592
Cl -2.24295 -1.51224 0.28804
```



Computed, not measured: 6 unconnected molecules or ions with the total composition C22H54Cl2O10 in a non-equilibrium geometry, with ωB97M-V/def2-TZVPD.

Calculated values
Relative energy (zero: lowest compared OMol25 entry of this formula, charge and spin): 63.41 kcal per mole
E_LUMO: 0.5 eV
HOMO-LUMO gap: 9.7 eV
SMILES: COCCOC.COCCOC.COCCOC.COCCOC.COCCOC.ClCCCl
Highest occupied orbital energy: -9.2 eV
Total charge: 0

```
88
C22H54Cl2O10, DFT ωB97M-V/def2-TZVPD
Cl 28.10687 -3.89006 15.85011
C 28.11753 -5.34710 16.75614
C 29.40038 -6.11779 16.24239
Cl 29.59245 -7.51387 17.29825
H 27.13530 -5.81886 16.78356
H 28.17499 -4.79348 17.69332
H 30.24572 -5.43005 16.26483
H 29.38310 -6.46920 15.21073
C 36.69187 -6.12987 16.52195
O 36.13423 -6.76928 15.46195
C 34.69918 -6.73819 15.45747
C 34.03517 -5.53293 14.75326
O 33.98010 -5.54772 13.25563
C 35.20888 -5.11902 12.60298
H 36.63176 -6.52032 17.53784
H 36.32664 -5.10652 16.60834
H 37.74366 -5.91867 16.32903
H 34.16842 -6.85971 16.40173
H 34.39624 -7.62824 14.90598
H 34.42591 -4.63085 15.22410
H 32.96164 -5.44952 14.92256
H 34.93242 -4.25406 12.00006
H 35.47092 -5.89062 11.87905
H 36.02780 -4.93060 13.29723
C 36.07969 -2.28870 19.51358
O 35.37630 -3.12742 20.49475
C 36.17870 -4.08655 21.07933
C 37.33064 -3.59552 22.00843
O 36.86470 -3.09365 23.27185
C 36.13895 -1.87453 23.07272
H 36.81538 -1.56397 19.86233
H 35.38532 -1.59909 19.03359
H 36.64955 -2.77755 18.72340
H 36.56022 -4.74751 20.30107
H 35.48884 -4.58816 21.75799
H 37.96330 -2.82739 21.56366
H 38.04283 -4.41707 22.08553
H 36.81068 -1.18162 22.56602
H 35.92576 -1.45144 24.05438
H 35.20162 -1.91194 22.51765
C 25.24873 -0.52437 15.75826
O 25.52254 0.72375 15.17687
C 26.60088 1.49681 15.60286
C 27.97551 0.80427 15.37700
O 28.38344 0.58721 14.05562
C 29.43283 -0.41325 13.85130
H 25.31498 -0.63198 16.84091
H 25.84558 -1.22149 15.17014
H 24.22578 -0.76113 15.46565
H 26.61585 1.73552 16.66629
H 26.48970 2.46056 15.10595
H 27.96668 -0.18246 15.84002
H 28.74883 1.31326 15.95232
H 29.66351 -0.45414 12.78677
H 29.13768 -1.34062 14.34219
H 30.31631 -0.08221 14.39716
C 33.06889 -6.87932 19.22045
O 33.15431 -5.64909 18.48059
C 32.57923 -4.63333 19.16368
C 32.63767 -3.34748 18.31365
O 31.97125 -3.50574 16.96297
C 31.50697 -2.21496 16.46844
H 33.49929 -6.78576 20.21750
H 33.67419 -7.68992 18.81470
H 32.05955 -7.27404 19.33667
H 33.12578 -4.43862 20.08643
H 31.53138 -4.91900 19.25589
H 33.67895 -3.05068 18.18813
H 32.12952 -2.56055 18.87098
H 30.87090 -1.65855 17.15686
H 30.92515 -2.41345 15.56834
H 32.43141 -1.66506 16.29205
C 32.76497 -3.06082 23.31964
O 32.45505 -4.05408 24.22871
C 31.96097 -5.29778 23.87058
C 30.63862 -5.33660 23.16053
O 30.72231 -4.86191 21.81209
C 29.51283 -4.91509 21.09341
H 33.30441 -2.27696 23.85131
H 31.91932 -2.51023 22.90754
H 33.33775 -3.44771 22.47683
H 31.73674 -5.86831 24.77187
H 32.73181 -5.86188 23.34553
H 29.81994 -4.78616 23.62410
H 30.31691 -6.36072 22.97133
H 29.58902 -4.38327 20.14501
H 28.79078 -4.27666 21.60248
H 29.22371 -5.94058 20.86345
```



Computed, not measured: 2 unconnected molecules or ions with the total composition CH4ClPS2 in a non-equilibrium geometry, with ωB97M-V/def2-TZVPD.

Calculated values
Relative energy (zero: lowest compared OMol25 entry of this formula, charge and spin): 82.96 kcal per mole
E_LUMO: -3.0 eV
HOMO-LUMO gap: 5.7 eV
Highest occupied orbital energy: -8.7 eV
Total charge: 0

```
9
CH4ClPS2, DFT ωB97M-V/def2-TZVPD
C 0.82689 1.20103 0.63629
P -0.21073 0.10670 -0.45824
S -0.20196 0.46788 -2.34506
S -0.37891 -3.15457 0.11470
Cl -2.07160 0.30195 0.30156
H 1.91533 1.13043 0.54654
H 0.42919 2.30971 0.69362
H 0.43668 0.90206 1.73235
H -0.74488 -3.26518 -1.22176
```